(1)
{
  "formula": "C57H56F7NO5",
  "method": "wB97M-V/def2-TZVPD",
  "smiles": "CCCCCc1c(N)cc2c(c1[C@H](C)F)C(=O)C(CCOC(C)=O)=C(O)C2=O.Fc1ccccc1.Fc1ccccc1.Fc1ccccc1.Fc1ccccc1.Fc1ccccc1.Fc1ccccc1",
  "lumo_ev": -1.232,
  "charge": 0,
  "symbols": ["C", "C", "C", "C", "C", "C", "C", "N", "C", "C", "C", "C", "C", "C", "F", "C", "O", "C", "C", "C", "O", "C", "C", "O", "C", "O", "C", "O", "H", "H", "H", "H", "H", "H", "H", "H", "H", "H", "H", "H", "H", "H", "H", "H", "H", "H", "H", "H", "H", "H", "H", "H", "H", "H", "F", "C", "C", "C", "C", "C", "C", "H", "H", "H", "H", "H", "F", "C", "C", "C", "C", "C", "C", "H", "H", "H", "H", "H", "F", "C", "C", "C", "C", "C", "C", "H", "H", "H", "H", "H", "F", "C", "C", "C", "C", "C", "C", "H", "H", "H", "H", "H", "F", "C", "C", "C", "C", "C", "C", "H", "H", "H", "H", "H", "F", "C", "C", "C", "C", "C", "C", "H", "H", "H", "H", "H"],
  "positions_angstrom": [[-4.89651, -2.65753, 4.26366], [-3.25937, -2.80428, 4.27665], [-2.75517, -2.39254, 5.78293], [-1.46750, -1.32606, 5.75901], [-1.92009, 0.24676, 5.68855], [-2.62738, 0.69692, 4.26277], [-4.15739, 1.34647, 4.44585], [-4.83950, 1.51610, 5.81158], [-5.07395, 1.86528, 3.14927], [-4.38040, 1.65537, 1.68137], [-2.85954, 0.98292, 1.47196], [-1.90507, 0.51221, 2.76364], [-0.40400, -0.08461, 2.58949], [0.72287, 0.57648, 3.63904], [0.23886, 0.03894, 1.27412], [-2.42956, 0.84175, -0.10199], [-1.92276, -0.21823, -0.72237], [-2.79815, 2.15771, -1.06794], [-1.79483, 2.79251, -2.19650], [-0.25262, 2.24509, -2.15433], [0.65404, 3.43631, -2.26933], [0.69255, 4.18210, -1.00206], [1.48894, 3.48521, 0.25832], [0.11602, 5.38746, -0.90728], [-4.17991, 2.75333, -0.85517], [-4.56763, 3.90515, -1.68431], [-5.21640, 2.15839, 0.31972], [-6.54496, 2.13010, 0.20109], [-5.27529, -3.17512, 3.26296], [-5.30434, -3.28253, 5.19348], [-5.19202, -1.52171, 4.34112], [-2.96283, -3.93245, 4.06161], [-2.70285, -2.13622, 3.49152], [-3.61142, -2.05249, 6.51493], [-2.30169, -3.38384, 6.26971], [-0.95580, -1.47343, 6.82794], [-0.66298, -1.65434, 4.97641], [-0.96078, 0.94498, 5.82417], [-2.58166, 0.45039, 6.63675], [-4.18276, 2.17675, 6.32695], [-5.72785, 2.05118, 5.68610], [-6.13925, 2.34051, 3.24376], [-0.41666, -1.24906, 2.85243], [0.71011, 0.05769, 4.68781], [0.62548, 1.74626, 3.72014], [1.78453, 0.35043, 3.14134], [-1.88813, 3.97986, -2.11655], [-2.23928, 2.51969, -3.25377], [-0.07363, 1.63563, -3.16206], [0.01178, 1.55238, -1.25030], [1.61427, 2.33623, 0.05035], [0.82291, 3.60896, 1.21657], [2.55467, 3.95547, 0.36607], [-4.63641, 3.64383, -2.66342], [3.71085, 3.02869, 2.47262], [4.60646, 4.01565, 2.60832], [5.60425, 4.17037, 1.65222], [6.53389, 5.20102, 1.79041], [6.46177, 6.05960, 2.89015], [5.45957, 5.89300, 3.84711], [4.52351, 4.86929, 3.70273], [5.64958, 3.48874, 0.80915], [7.31315, 5.33525, 1.04430], [7.18976, 6.86058, 2.99987], [5.40792, 6.55993, 4.70435], [3.73259, 4.73100, 4.43241], [0.04571, 1.96351, -5.25940], [1.01822, 1.40299, -5.99059], [0.88220, 0.08591, -6.41541], [1.89222, -0.49647, -7.18110], [3.03313, 0.24212, -7.50450], [3.16262, 1.56182, -7.06912], [2.14750, 2.14737, -6.31301], [-0.00726, -0.47492, -6.14750], [1.79194, -1.52303, -7.52470], [3.82267, -0.21395, -8.09796], [4.05335, 2.13337, -7.31858], [2.22773, 3.17485, -5.97392], [8.78476, 2.08189, 1.38417], [9.59881, 2.44926, 0.38569], [10.95571, 2.15595, 0.46606], [11.80283, 2.53372, -0.57569], [11.28474, 3.21098, -1.68235], [9.92219, 3.50527, -1.75140], [9.07364, 3.11751, -0.71474], [11.34152, 1.63663, 1.33722], [12.86391, 2.30220, -0.52603], [11.94658, 3.50938, -2.49259], [9.52193, 4.03611, -2.61181], [8.01057, 3.33028, -0.75621], [3.87221, -1.82506, -9.72229], [4.39161, -1.45155, -10.89928], [3.55050, -0.96993, -11.89639], [4.09150, -0.57609, -13.12023], [5.46777, -0.67867, -13.33729], [6.30311, -1.16809, -12.33200], [5.76320, -1.55128, -11.10453], [2.48302, -0.90522, -11.71264], [3.44337, -0.19090, -13.90350], [5.88875, -0.37557, -14.29357], [7.37345, -1.25088, -12.50471], [6.39902, -1.92546, -10.30901], [-6.79437, -4.25653, 6.91941], [-7.89692, -4.53650, 6.21187], [-8.77619, -3.51132, 5.88091], [-9.92168, -3.80154, 5.13982], [-10.18088, -5.11693, 4.74694], [-9.29481, -6.13979, 5.08838], [-8.14389, -5.84745, 5.81978], [-8.56264, -2.49702, 6.20192], [-10.61143, -3.00592, 4.86930], [-11.07672, -5.34354, 4.17276], [-9.50075, -7.16344, 4.78502], [-7.43989, -6.62886, 6.08608], [-5.97567, -4.86988, 2.29320], [-5.08508, -5.69055, 1.72052], [-4.61357, -6.79021, 2.42909], [-3.69016, -7.64785, 1.83131], [-3.23987, -7.38975, 0.53423], [-3.71528, -6.28055, -0.16691], [-4.64700, -5.42953, 0.42697], [-4.96837, -6.97006, 3.43866], [-3.32127, -8.51468, 2.37396], [-2.51626, -8.05644, 0.07003], [-3.36026, -6.07940, -1.17479], [-5.03376, -4.56785, -0.10693]],
  "forces_ev_per_angstrom": [[0.8, -0.8, -0.6], [-0.4, 0.0, 0.9], [1.7, -0.9, -0.1], [-0.6, -0.5, 1.6], [0.9, 0.3, -0.6], [-2.1, 0.8, -1.3], [0.0, 0.3, -3.4], [2.5, 1.2, -2.1], [4.9, -2.3, -1.3], [0.8, -0.7, 2.4], [-1.0, 0.3, 2.4], [-4.5, 1.9, -0.4], [1.3, -0.6, 1.6], [0.5, -0.1, -0.9], [-2.0, 0.1, 2.2], [1.1, -2.8, -3.0], [-2.7, 6.0, 4.1], [-3.8, 1.3, 1.6], [-1.1, -0.4, 0.1], [-0.4, -0.4, -1.1], [-0.9, 0.4, 3.3], [-2.3, 4.6, 0.3], [-0.7, -0.4, -0.8], [3.7, -7.7, -0.8], [3.5, -1.3, -0.9], [0.2, -3.0, 0.2], [-3.6, 0.2, -0.4], [8.3, 0.3, 0.9], [0.5, 1.6, 2.4], [0.8, 1.5, -2.1], [0.5, -2.3, -0.2], [-0.6, 2.4, 0.4], [-1.3, -1.2, 1.4], [1.6, -0.4, -1.7], [-1.0, 2.1, -0.9], [-0.9, 0.5, -2.3], [-1.7, 0.7, 1.3], [-2.0, -1.6, -0.3], [0.9, -0.4, -2.2], [-1.2, -1.2, -0.5], [1.1, -0.7, -0.2], [2.3, -1.1, -0.2], [-0.2, 2.5, -0.9], [-0.2, 1.1, -2.1], [0.0, -2.4, -0.1], [-2.4, 0.4, 1.1], [0.5, -2.7, 0.0], [0.9, 0.5, 2.1], [-0.2, 1.4, 2.5], [-0.6, 1.5, -1.5], [-0.2, 2.3, 0.4], [1.5, 0.0, -1.9], [-2.2, -0.7, -0.2], [0.2, 0.2, 2.2], [-0.2, -0.2, 0.0], [0.8, 0.9, 0.1], [-0.1, 0.0, 0.0], [-0.3, 0.0, 0.4], [0.0, -0.1, -0.1], [0.1, -0.2, -0.4], [0.0, -0.1, 0.0], [0.0, 0.0, 0.1], [-0.1, -0.1, 0.1], [-0.1, -0.2, 0.0], [0.0, -0.1, -0.2], [0.1, 0.0, -0.1], [-0.3, 0.2, 0.0], [1.0, -0.5, -0.7], [-0.1, 0.0, 0.0], [0.2, 0.4, 0.1], [0.0, 0.0, 0.0], [-0.4, -0.3, 0.1], [-0.1, 0.1, 0.1], [0.1, 0.1, 0.0], [0.0, 0.2, 0.1], [-0.2, 0.1, 0.2], [-0.2, -0.1, 0.1], [-0.1, -0.1, 0.0], [-0.1, 0.0, 0.1], [0.6, 0.3, -0.8], [0.0, 0.0, 0.0], [-0.4, 0.2, -0.1], [0.0, 0.0, 0.1], [0.2, -0.2, 0.3], [0.0, 0.0, 0.1], [-0.1, 0.0, -0.1], [-0.2, 0.0, 0.0], [-0.1, -0.1, 0.2], [0.0, -0.1, 0.2], [0.1, 0.0, 0.0], [-0.1, -0.2, 0.2], [0.5, 0.3, -1.1], [-0.1, 0.0, 0.1], [0.4, -0.2, 0.3], [-0.1, 0.0, 0.0], [-0.4, 0.1, 0.0], [0.0, 0.0, 0.1], [0.1, 0.0, 0.0], [0.1, -0.1, 0.2], [-0.1, -0.1, 0.2], [-0.2, 0.0, 0.1], [-0.1, 0.0, -0.1], [0.2, 0.0, 0.2], [-0.9, -0.2, -0.6], [0.1, 0.0, 0.0], [0.2, -0.4, 0.1], [0.0, 0.1, 0.0], [0.0, 0.4, 0.1], [0.1, 0.0, 0.0], [0.0, -0.1, 0.0], [0.2, -0.1, 0.1], [0.2, 0.0, 0.1], [0.1, 0.2, 0.1], [0.0, 0.1, 0.0], [-0.2, -0.1, 0.0], [0.7, -0.7, -0.5], [0.0, 0.0, 0.1], [-0.1, 0.3, -0.3], [0.0, 0.0, 0.1], [-0.1, -0.2, 0.4], [0.0, 0.1, 0.0], [0.0, 0.1, -0.1], [-0.1, 0.2, -0.1], [-0.1, 0.1, 0.1], [-0.1, 0.0, 0.2], [0.0, -0.1, 0.1]]
}

***

(2)
{
  "formula": "C57H66O25",
  "method": "wB97M-V/def2-TZVPD",
  "smiles": "Oc1ccc(O)cc1.Oc1ccc(O)cc1.Oc1ccc(O)cc1.Oc1ccc(O)cc1.Oc1ccc(O)cc1.Oc1ccc(O)cc1.Oc1ccc(O)cc1.Oc1ccc(O)cc1.COC(=O)OC.COC(=O)OC.COC(=O)OC",
  "lumo_ev": 0.392,
  "charge": 0,
  "symbols": ["O", "C", "C", "C", "C", "O", "C", "C", "H", "H", "H", "H", "H", "H", "O", "C", "C", "C", "C", "O", "C", "C", "H", "H", "H", "H", "H", "H", "O", "C", "C", "C", "C", "O", "C", "C", "H", "H", "H", "H", "H", "H", "O", "C", "C", "C", "C", "O", "C", "C", "H", "H", "H", "H", "H", "H", "O", "C", "C", "C", "C", "O", "C", "C", "H", "H", "H", "H", "H", "H", "O", "C", "C", "C", "C", "O", "C", "C", "H", "H", "H", "H", "H", "H", "O", "C", "C", "C", "C", "O", "C", "C", "H", "H", "H", "H", "H", "H", "O", "C", "C", "C", "C", "O", "C", "C", "H", "H", "H", "H", "H", "H", "C", "O", "C", "O", "O", "C", "H", "H", "H", "H", "H", "H", "C", "O", "C", "O", "O", "C", "H", "H", "H", "H", "H", "H", "C", "O", "C", "O", "O", "C", "H", "H", "H", "H", "H", "H"],
  "positions_angstrom": [[-4.62441, 1.22308, -2.34022], [-5.73656, 1.46419, -3.08361], [-5.82353, 2.68483, -3.70671], [-6.92372, 2.92351, -4.57252], [-7.93832, 1.97398, -4.71541], [-9.03807, 2.16760, -5.46755], [-7.80679, 0.68872, -4.02933], [-6.73171, 0.49554, -3.21143], [-3.92606, 1.88930, -2.36937], [-5.03691, 3.43398, -3.66590], [-7.04581, 3.84907, -5.11112], [-8.85223, 2.85280, -6.12353], [-8.56953, -0.08431, -4.07553], [-6.54682, -0.42693, -2.68568], [2.01710, -0.28470, 5.18571], [1.53016, 0.89511, 4.70189], [0.18610, 1.12511, 4.95209], [-0.44168, 2.25241, 4.39671], [0.24422, 3.05467, 3.50047], [-0.43256, 4.01381, 2.74667], [1.59968, 2.94097, 3.35968], [2.27189, 1.82569, 3.90262], [2.86733, -0.47868, 4.73729], [-0.37696, 0.39976, 5.60088], [-1.52197, 2.45756, 4.46241], [-1.34882, 4.10393, 3.05667], [2.06913, 3.60642, 2.67047], [3.31779, 1.62082, 3.67857], [-2.51761, 8.06187, -0.09246], [-2.58905, 6.88870, -0.88710], [-1.58618, 6.50855, -1.73371], [-1.62758, 5.32788, -2.43119], [-2.71639, 4.50562, -2.26076], [-2.77521, 3.28938, -2.86139], [-3.79884, 4.91578, -1.47485], [-3.68585, 6.10089, -0.68649], [-1.60979, 8.38141, 0.01098], [-0.75389, 7.21770, -1.83254], [-0.82687, 5.08584, -3.08794], [-2.02075, 3.15509, -3.48390], [-4.56667, 4.15719, -1.38273], [-4.46480, 6.39611, -0.04893], [-3.46919, -3.55770, 3.22835], [-3.53210, -3.11463, 1.91735], [-4.08166, -1.81682, 1.71200], [-4.12745, -1.25276, 0.45200], [-3.67948, -2.02551, -0.64352], [-3.62932, -1.61970, -1.92169], [-3.21218, -3.31642, -0.46270], [-3.16888, -3.85920, 0.83403], [-2.74812, -4.19504, 3.21194], [-4.48775, -1.39599, 2.65488], [-4.41071, -0.23980, 0.15698], [-3.90861, -0.70560, -1.94645], [-2.75280, -3.87189, -1.30190], [-2.64016, -4.80314, 1.01124], [-0.69499, 2.44544, -4.51001], [-0.98326, 1.08419, -4.60094], [-2.29796, 0.71968, -4.70476], [-2.67536, -0.58597, -4.60208], [-1.67516, -1.56392, -4.34505], [-1.95697, -2.90066, -4.22546], [-0.33624, -1.22120, -4.23869], [-0.00995, 0.11146, -4.38258], [0.28021, 2.53813, -4.50362], [-3.07048, 1.43515, -4.92672], [-3.70789, -1.00572, -4.57003], [-2.84903, -3.06677, -4.50993], [0.38249, -2.00923, -4.09689], [1.03101, 0.35189, -4.28906], [1.91614, -4.69108, -0.33863], [3.18994, -5.12081, -0.60627], [3.54167, -6.42717, -0.59319], [4.85523, -6.81883, -1.00379], [5.73442, -5.83442, -1.44399], [6.95275, -6.19040, -1.89233], [5.39170, -4.48464, -1.37163], [4.11471, -4.18541, -1.01616], [1.52706, -5.23153, 0.36154], [2.81054, -7.16867, -0.28502], [5.08459, -7.87245, -1.07338], [7.26478, -5.44641, -2.42740], [6.09529, -3.67082, -1.54515], [3.89280, -3.12576, -0.99242], [0.71773, 5.77674, 0.82357], [0.95239, 4.94189, -0.21204], [1.62411, 5.53668, -1.29083], [1.98751, 4.80337, -2.41812], [1.60821, 3.43446, -2.44979], [2.04441, 2.65658, -3.52147], [0.97180, 2.82635, -1.36750], [0.68400, 3.57730, -0.19739], [0.29479, 5.36458, 1.58456], [1.92498, 6.55637, -1.26977], [2.56883, 5.22850, -3.18804], [2.90175, 3.04595, -3.85133], [0.80331, 1.75263, -1.40041], [0.24770, 3.07004, 0.63119], [-2.41604, 1.65427, -0.38217], [-1.44063, 0.74168, -0.11316], [-0.81788, 0.77967, 1.15229], [0.23261, -0.02279, 1.49811], [0.62523, -1.00891, 0.62120], [1.68944, -1.77142, 1.03239], [-0.03458, -1.10885, -0.62997], [-1.00155, -0.18191, -1.06071], [-2.10672, 2.23149, -1.12717], [-1.15282, 1.62852, 1.76994], [0.70804, 0.14117, 2.42882], [1.75372, -2.53165, 0.46503], [0.47389, -1.75610, -1.34624], [-1.43659, -0.22285, -2.08989], [-0.17251, -3.13465, 3.07664], [-0.55921, -4.50371, 3.37965], [0.29089, -5.43678, 2.90675], [1.34360, -5.20312, 2.31917], [-0.10810, -6.69317, 3.17698], [-1.27962, -6.91091, 3.98795], [0.84283, -3.05013, 3.45938], [-0.90283, -2.46908, 3.49114], [-0.21494, -2.99278, 1.99973], [-1.07681, -7.87439, 4.48602], [-2.17961, -6.91497, 3.35261], [-1.37468, -6.09777, 4.74565], [4.28440, 0.42374, 0.33212], [4.12284, 1.75967, 0.82735], [4.53996, 2.83067, 0.20557], [4.98141, 2.86294, -0.90505], [4.36452, 3.86070, 0.98180], [4.87901, 5.09551, 0.49566], [4.17593, -0.28330, 1.17860], [5.28813, 0.29674, -0.03171], [3.49484, 0.23739, -0.44069], [5.99941, 4.98781, 0.47439], [4.64492, 5.94048, 1.16587], [4.50161, 5.20570, -0.55056], [3.69913, -3.25120, 3.14795], [3.80320, -3.73393, 4.48974], [4.96768, -3.64285, 5.08806], [5.93596, -2.95599, 4.69360], [4.90089, -4.49848, 6.11532], [6.14764, -4.57239, 6.83824], [4.05236, -4.06904, 2.53509], [4.17026, -2.30033, 3.01525], [2.62719, -3.17303, 3.02460], [6.54622, -3.63101, 7.18496], [6.97361, -4.94631, 6.25729], [6.08116, -5.25584, 7.69385]],
  "forces_ev_per_angstrom": [[0.0, -1.8, 1.0], [0.8, 1.2, -0.1], [-1.3, 0.4, -1.7], [-0.4, -0.9, 0.6], [1.5, -1.9, 1.6], [-0.5, 0.2, -0.7], [-0.6, 2.1, -0.7], [1.0, 0.0, 0.2], [-0.2, 0.4, -0.4], [-0.1, -0.3, 0.2], [0.2, 0.3, 0.0], [-0.2, -0.1, 0.2], [0.0, 0.3, -0.3], [-0.3, -0.3, 0.1], [1.2, -0.1, -0.5], [0.3, 1.0, -1.0], [-1.1, 0.3, 0.7], [-0.5, -0.7, -0.5], [-0.8, 0.5, 0.8], [0.0, 0.0, 0.5], [0.7, -1.4, -0.3], [-1.2, -0.5, 0.8], [-0.6, 0.1, 0.5], [0.6, 0.9, -0.8], [0.5, -0.5, 0.4], [0.4, -0.1, -0.1], [0.6, 0.3, -0.3], [-0.2, 0.2, 0.0], [-0.1, -0.8, -0.7], [0.2, 1.5, 1.9], [1.1, 1.2, -0.3], [-0.1, 0.4, 0.2], [-0.6, 0.9, 0.3], [0.3, -0.8, -0.5], [1.1, 0.1, 0.8], [-0.3, -2.1, -2.2], [-0.2, -0.4, -0.3], [-0.2, -0.5, -0.1], [0.6, -0.4, -0.4], [-0.2, 0.1, 0.3], [-0.4, 0.4, 0.3], [-0.8, 0.3, 0.8], [0.3, -0.1, -0.7], [-1.4, 1.8, 0.0], [0.0, -0.8, 1.3], [0.3, -0.3, -1.2], [0.3, -1.4, 0.9], [-0.3, 0.6, -0.4], [0.5, -0.6, 0.7], [1.3, -0.4, -0.6], [0.1, -0.3, 0.5], [0.4, 0.3, -1.0], [-0.3, -0.1, 0.8], [-0.2, 0.9, -0.4], [-0.5, 0.5, 0.5], [-0.4, 0.0, -0.2], [0.5, -0.4, -0.6], [0.9, 0.1, 0.8], [-1.1, 0.4, -0.6], [0.4, -3.0, 0.8], [-0.6, 0.0, -0.3], [0.5, 0.3, 0.1], [-1.1, 0.2, -0.5], [0.3, 0.2, 0.0], [-0.4, 0.1, 0.2], [-0.1, 0.5, 0.1], [0.7, 1.0, -0.3], [-0.6, -0.1, 0.0], [0.3, 0.0, 0.1], [0.3, 0.5, 0.0], [-0.1, 0.4, 0.0], [-0.5, 0.7, -0.4], [1.5, -1.6, -0.1], [-1.4, 0.9, 0.0], [-0.4, -0.2, 0.7], [1.0, -0.1, -0.6], [0.1, -0.7, -0.1], [-0.2, 1.7, 0.4], [0.1, 0.0, 0.2], [0.2, -0.1, -0.1], [0.3, 0.1, 0.0], [0.2, -0.4, 0.2], [0.0, -0.4, -0.2], [-0.5, 0.0, 0.1], [0.0, 0.8, 0.2], [0.6, -0.1, 0.0], [0.1, -1.1, -0.8], [-1.6, -1.7, 1.9], [0.9, 0.9, 0.4], [0.8, 0.4, -0.5], [0.4, 0.7, 0.1], [0.2, 0.0, -2.0], [-0.1, -0.6, 0.0], [0.0, 0.7, 0.4], [0.5, 0.5, -0.9], [-1.4, -0.7, 0.5], [-0.1, 0.1, 0.1], [-0.3, 0.0, 0.5], [0.0, 1.1, -0.9], [1.1, -0.8, 0.4], [-1.3, 1.6, -0.9], [-0.7, 0.0, -0.2], [-0.6, 0.4, -0.7], [-0.2, 0.4, -0.1], [1.6, 0.3, 0.0], [-0.2, -0.5, 0.4], [-0.5, -0.6, 0.7], [0.2, -0.7, 0.0], [0.5, -0.1, 0.7], [0.2, -1.0, -0.5], [-0.6, -0.2, 0.0], [0.5, 0.0, 1.1], [0.5, -0.8, -0.5], [0.1, -0.4, -0.4], [0.7, 0.0, -0.1], [-1.8, -0.4, 0.7], [0.3, 1.0, -0.3], [0.1, 0.5, 0.6], [-0.3, 0.7, -0.1], [-0.2, 0.1, 0.7], [0.2, -0.1, 0.0], [-0.4, 0.5, -0.3], [0.3, -0.2, 0.3], [0.0, -0.8, -0.5], [-0.8, 0.1, -0.4], [-0.7, -1.0, 1.8], [0.0, -0.8, -1.0], [0.6, 0.0, -1.1], [-0.6, 1.2, 1.7], [1.3, 0.0, -1.2], [-0.3, 0.7, -0.4], [0.3, 0.0, -0.6], [0.9, 0.0, 0.6], [-1.0, 0.3, -0.2], [-0.4, -0.8, -0.3], [0.4, 0.4, 0.9], [-1.0, -0.7, 0.5], [-0.4, 0.3, 0.2], [2.0, 0.9, -1.4], [-2.4, -1.9, 1.5], [1.7, 0.6, 0.7], [0.6, -0.5, 0.7], [0.3, 0.3, -0.6], [0.5, 0.4, -0.2], [0.1, 0.2, -0.4], [-0.6, 0.6, 0.1], [-0.1, -0.4, -0.9], [-0.7, 0.3, -0.3]]
}

***

| no. | highest occupied orbital energy (hartree) |
| --- | --- |
| 1 | -0.3066 |
| 2 | -0.2832 |